No. 1
{"formula": "C24H78NO15", "method": "wB97M-V/def2-TZVPD", "elements": ["O", "O", "O", "O", "O", "O", "O", "O", "O", "O", "O", "O", "O", "O", "O", "N", "C", "C", "C", "C", "C", "C", "C", "C", "C", "C", "C", "C", "C", "C", "C", "C", "C", "C", "C", "C", "C", "C", "C", "C", "H", "H", "H", "H", "H", "H", "H", "H", "H", "H", "H", "H", "H", "H", "H", "H", "H", "H", "H", "H", "H", "H", "H", "H", "H", "H", "H", "H", "H", "H", "H", "H", "H", "H", "H", "H", "H", "H", "H", "H", "H", "H", "H", "H", "H", "H", "H", "H", "H", "H", "H", "H", "H", "H", "H", "H", "H", "H", "H", "H", "H", "H", "H", "H", "H", "H", "H", "H", "H", "H", "H", "H", "H", "H", "H", "H", "H", "H"], "xyz": [[-1.83361, 2.60781, -0.66124], [1.56460, 5.47290, 2.10746], [4.38523, 4.53471, -3.09636], [-1.42070, -0.83677, -5.63735], [2.26179, 0.99766, 1.33751], [6.47999, -0.88242, -2.23805], [-3.74374, 0.04741, 1.58792], [-5.22318, -7.05253, -1.15757], [2.29937, -3.16311, -0.21945], [-2.16674, 2.94442, 3.37871], [-2.09144, -2.79265, -1.55038], [3.42641, -1.54969, 4.46009], [0.67049, -1.21751, 4.74103], [1.62009, 0.60134, -2.67031], [-6.05360, -0.44845, 0.25061], [-1.21117, 0.14543, 0.51199], [5.48994, -0.13633, -2.78555], [-3.95088, -6.37464, -1.11426], [1.72798, 1.85243, -3.19442], [3.47807, 1.25711, 0.62772], [-1.24502, -1.12785, -0.13519], [5.04397, 3.89831, -1.89603], [1.77669, 4.23469, 2.74682], [4.06218, -1.40443, 3.28160], [1.53930, 1.12027, 5.03543], [-6.26072, -1.81656, -0.20992], [-2.32456, -1.44173, -1.25618], [0.34910, 0.10937, 5.24911], [-3.44921, -0.54079, 2.85084], [-3.29903, 3.11611, 2.57112], [1.30941, -4.23118, -0.28633], [-2.71263, 3.30792, -1.40853], [-2.75513, -3.17952, -2.80451], [5.55637, -1.70660, 3.25570], [-1.59019, -0.32025, -6.96497], [6.17065, 0.81224, -3.71118], [-5.94323, -2.76439, 1.00126], [1.28918, 0.73389, 0.50853], [-3.93830, 2.43435, -1.36156], [-0.02801, 0.54277, 1.41742], [-2.54925, -4.08072, -2.96291], [5.76085, -1.75803, 2.15196], [3.92543, -0.21122, 2.96695], [1.85878, 6.24902, 2.68964], [0.38346, -3.80494, -0.22673], [3.24163, 1.94756, -0.27486], [4.98242, -0.67593, -3.49936], [-3.94318, 3.96642, 3.17832], [6.05162, 3.61944, -2.08980], [2.27522, 4.36405, 3.53845], [0.93611, 2.23182, -3.74586], [5.99413, -2.64098, 3.83916], [1.67369, -4.99877, 0.43257], [-6.41392, -2.40410, 1.89386], [-7.20807, -2.09275, -0.45089], [-3.59046, -5.44792, -1.33377], [6.73224, 1.55374, -3.20321], [5.19494, 4.61261, -0.98886], [3.56957, -1.97995, 2.39940], [-1.83682, -0.79086, -2.20906], [4.96277, 4.76601, -3.75539], [2.64078, 1.93832, -3.97267], [1.85615, 2.65175, -2.32367], [-0.22386, -1.37456, -0.48163], [-0.04094, -0.11980, 2.24094], [0.82484, 3.81861, 2.96497], [2.54306, -1.47373, 4.12284], [-6.36768, -0.00028, -0.38009], [-3.84484, 1.56955, -1.93007], [-0.17282, 1.66114, 1.70694], [-2.77553, -1.41309, 2.68007], [-0.45008, -0.95143, -5.44992], [4.38589, 2.90772, -1.71969], [-3.75674, -6.30705, -0.06550], [-4.79980, 2.69653, -2.00231], [1.16880, 1.44750, -0.21660], [-3.15138, 3.25578, 1.68509], [-1.00321, 3.10425, -0.46290], [1.61317, 1.44739, 3.87477], [-4.31909, -0.86269, 3.59308], [-4.13945, 2.39869, 2.64487], [-2.75436, 4.35096, -1.03318], [-3.13129, -6.81955, -1.72203], [5.11434, 0.27889, -2.00453], [-3.12095, 0.29992, 3.48699], [-1.62170, 0.58333, -7.18379], [-3.29115, -1.28723, -1.08218], [1.55386, -0.13150, 0.02782], [-1.47099, -1.74571, 0.76624], [-4.84300, -2.73360, 1.30185], [4.32263, 1.59490, 1.09831], [2.29421, 3.67830, 1.88386], [-1.20518, 1.01108, -0.05355], [7.02179, -0.34078, -1.62430], [3.20028, -3.42325, -0.12206], [0.05839, -1.93010, 5.04469], [0.23428, -0.05113, 6.43203], [-4.47232, -0.36252, 1.35902], [2.44681, 0.80389, 5.45076], [-0.62878, 0.48976, 4.99401], [1.39143, 2.09304, 5.49256], [7.09174, 0.26398, -4.15471], [-4.15193, 2.20555, -0.37383], [-6.18223, -3.96804, 0.93981], [-5.54683, -1.88476, -1.03223], [-2.30109, -2.61510, -3.55967], [1.64033, -4.60479, -1.33460], [-2.34253, 3.20973, -2.25571], [5.47775, 1.23484, -4.45263], [3.65947, 0.47122, 0.08392], [-2.36803, -1.04644, -7.51207], [1.00735, 0.34328, -3.36834], [-3.79642, -3.00778, -2.77699], [-5.77356, -6.19698, -1.09160], [-0.76800, -0.65555, -7.68788], [6.02531, -0.81479, 3.56549], [-1.94014, 3.78190, 3.96401], [-2.07763, 0.32222, 1.11485]], "mulliken_charge": [-0.467, -0.604, -0.513, -0.431, 0.263, -0.608, -0.420, -0.470, -0.389, -0.431, -0.160, -0.568, -0.523, -0.216, -0.501, 1.569, 0.337, -0.163, -0.653, -1.969, -0.561, -0.148, -0.331, 0.875, -0.844, -0.188, 0.062, -0.208, -0.722, -0.160, -0.436, -0.641, -1.168, -1.116, -0.831, -1.129, -0.884, -1.142, -0.899, -0.491, 0.468, 0.264, -0.224, 0.318, 0.073, 0.045, 0.402, 0.350, 0.234, 0.653, 0.500, 0.289, 0.290, 0.406, 0.513, -0.286, 0.287, 0.246, -0.122, 0.026, 0.264, 0.159, 0.094, 0.195, 0.415, -0.054, 0.239, 0.200, 0.201, -0.134, 0.338, 0.291, -0.049, 0.380, 0.445, 0.320, -0.132, 0.082, -0.101, 0.250, 0.160, 0.281, 0.289, -0.218, 0.174, 0.427, 0.212, 0.762, -0.028, 0.084, 0.723, -0.006, 0.373, 0.329, 0.259, 0.257, 0.373, 0.052, 0.455, 0.184, 0.430, 0.335, 0.148, 0.253, 0.069, 0.386, 0.249, 0.660, 0.323, 1.029, 0.250, 0.175, 0.315, 0.308, 0.278, 0.362, 0.308, -0.277], "homo_energy_ev": -11.01, "total_energy_ev": -58327.799, "charge": 1, "gap_ha": 0.333}



No. 2
{"formula": "C24H80N2O23", "method": "wB97M-V/def2-TZVPD", "elements": ["O", "O", "O", "O", "O", "O", "O", "O", "O", "O", "O", "O", "O", "O", "O", "O", "O", "O", "O", "O", "O", "O", "O", "N", "N", "C", "C", "C", "C", "C", "C", "C", "C", "C", "C", "C", "C", "C", "C", "C", "C", "C", "C", "C", "C", "C", "C", "C", "C", "H", "H", "H", "H", "H", "H", "H", "H", "H", "H", "H", "H", "H", "H", "H", "H", "H", "H", "H", "H", "H", "H", "H", "H", "H", "H", "H", "H", "H", "H", "H", "H", "H", "H", "H", "H", "H", "H", "H", "H", "H", "H", "H", "H", "H", "H", "H", "H", "H", "H", "H", "H", "H", "H", "H", "H", "H", "H", "H", "H", "H", "H", "H", "H", "H", "H", "H", "H", "H", "H", "H", "H", "H", "H", "H", "H", "H", "H", "H", "H"], "xyz": [[4.26633, -2.11038, 3.79773], [-0.27510, 3.01578, -2.30891], [-6.81945, -3.13679, 2.79395], [-0.85350, -4.19715, -5.54101], [5.29390, -4.33010, -3.37316], [-1.82329, 1.08786, 6.27266], [-8.67098, -2.81683, 5.38616], [6.48905, -1.96754, 7.24179], [1.39649, 1.62876, 0.49589], [3.68218, -6.15536, 3.03764], [-0.90899, 5.46684, 1.19222], [-2.33665, 6.59232, -8.29888], [0.99452, -1.63701, -5.37914], [-5.11868, -1.98202, -1.92690], [4.05583, -3.09100, 5.77612], [7.93731, -4.35335, -5.39861], [-4.16324, 6.14900, 0.28576], [-2.39325, 5.44167, -2.27161], [4.49459, -2.30955, -3.02495], [0.16660, 0.45836, 8.25885], [-4.49678, -1.62393, 1.54691], [-2.35868, 3.85662, -6.96911], [-11.41336, -3.48528, 4.62456], [0.43024, 2.88053, 2.31182], [0.17447, 0.71398, -1.87852], [4.58431, -3.61627, -2.71313], [2.30385, -0.25588, 3.00768], [4.00721, -3.15699, 4.57577], [-1.85244, 2.04570, 2.78936], [3.84319, -2.24090, 2.42682], [0.96826, 1.60710, 1.86267], [-0.60053, 3.53327, 4.41065], [2.18308, 1.24734, 2.72492], [4.35897, -1.35368, -1.95427], [4.29354, 0.02724, -2.57571], [-1.93217, -3.05992, -0.01384], [-1.20146, 0.51556, -1.41381], [-0.58970, 2.82189, 3.09805], [-1.39299, -0.57940, -0.34752], [3.76403, -4.19167, -1.59678], [0.63822, 2.09228, -1.78635], [-0.47742, 3.16373, -3.70547], [3.13116, -0.98503, 1.92779], [3.10865, 0.17419, -3.53501], [-2.06481, -1.82805, -0.92912], [2.52206, 1.58043, -3.60052], [0.66453, 2.52114, -0.30291], [2.06201, 2.30225, -2.33434], [-1.28189, 2.06899, -4.38468], [0.33728, 4.03929, 4.60818], [-2.94481, 4.61768, -6.92236], [-3.12845, -1.61495, -1.04969], [-2.13468, 6.23747, -1.79355], [4.24077, 0.72308, -1.73745], [3.27526, -3.46741, -0.95536], [-0.78818, 2.74902, 5.14768], [1.10799, 3.52237, -0.26068], [-11.36872, -3.17218, 5.53231], [-1.66523, 0.97869, 2.93424], [-2.18376, 1.81548, -3.83613], [7.24050, -2.33435, 6.76938], [0.83525, 0.08385, -1.45357], [-0.65246, -4.07695, -6.47484], [-1.19001, 0.93800, 6.99328], [-4.53730, -1.47191, 0.59662], [-8.40643, -2.99053, 4.47494], [0.77278, -0.28604, 8.19097], [-0.44736, -0.85181, 0.12546], [-11.26220, -2.69096, 4.10462], [-1.57761, 7.18255, -8.28028], [-1.67453, -2.05225, -1.92221], [-6.23703, -3.18012, 3.56085], [-3.09586, 7.17718, -8.38225], [-0.35800, 4.67207, 1.14874], [1.70347, -2.04661, -4.87442], [-1.78929, 0.19227, -2.27554], [-0.37105, 2.62522, 0.01917], [-1.45349, 4.21263, 4.47494], [-1.84392, -3.98142, -0.58266], [2.79450, 2.22949, -1.53323], [-3.45823, 5.97019, 0.91742], [3.77026, -4.10019, 4.07267], [-1.06599, 4.07547, -3.79025], [2.03144, 3.35845, -2.60973], [3.41198, -1.52817, -1.43994], [-5.58420, -2.46516, -2.61708], [-0.87243, -5.15024, -5.41717], [3.08746, 1.67752, 2.29995], [0.20526, -2.12679, -5.11816], [-1.64140, 1.45326, -1.09104], [0.42167, 3.34995, -4.29510], [-2.65525, 2.30209, 3.47108], [4.05019, -6.81056, 2.43641], [-8.97025, -3.67268, 5.70507], [3.32974, 2.18920, -4.01731], [2.37581, -0.60494, -3.32848], [-2.66075, 0.75480, 6.60545], [-1.05066, -2.95141, 0.61796], [-1.91069, 3.97487, -7.81166], [4.23602, -6.22354, 3.82290], [-1.74651, 4.77727, -1.99487], [-5.37738, -1.40093, 1.86932], [-6.49066, -3.82856, 2.21098], [1.73325, 1.57595, -4.34975], [4.73524, -2.41739, 1.82528], [2.02712, 1.74920, 3.67851], [5.72661, -2.16085, 6.68010], [2.71599, -0.41526, 3.99800], [3.83909, -0.27676, 1.50679], [1.29254, -0.66590, 2.99865], [0.25368, 0.78109, 1.97860], [3.00196, -4.85038, -2.00295], [3.47677, -0.04156, -4.53780], [5.24972, 0.18153, -3.07621], [7.17603, -4.15785, -4.83763], [4.42279, -4.79340, -0.97559], [0.60027, 1.07735, 8.85391], [-2.07030, -0.19640, 0.41710], [-1.48303, 2.35667, -5.41365], [-2.13054, 2.17887, 1.74822], [3.20462, -3.11083, 2.28205], [-0.48866, 6.00248, 1.87097], [5.18043, -1.44179, -1.24516], [7.56308, -4.83028, -6.14382], [-2.78651, -3.11471, 0.65478], [-5.73389, -1.28448, -1.67606], [-3.90790, 5.65002, -0.49984], [-0.67567, 1.16101, -4.43675], [2.42641, -1.31944, 1.16778]], "mulliken_charge": [-0.289, -0.234, -0.690, -0.609, -0.579, -0.609, -0.632, -0.653, -0.087, -0.632, -0.588, -0.600, -0.593, -0.563, -0.547, -0.653, -0.656, -0.711, -0.348, -0.647, -0.577, -0.595, -0.638, -0.498, 0.269, 0.662, -0.652, 0.496, -1.286, -0.908, 0.695, -1.433, -1.472, -0.442, -0.661, -1.274, -0.927, 1.159, 0.836, -0.663, 0.029, -0.208, 0.319, -0.173, -0.434, -1.131, -1.237, -1.165, -0.974, 0.373, 0.293, 0.131, 0.335, 0.341, 0.126, 0.247, 0.907, 0.316, 0.319, 0.233, 0.300, 0.054, 0.322, 0.337, 0.252, 0.323, 0.309, -0.312, 0.318, 0.303, 0.601, 0.341, 0.306, 0.366, 0.306, 0.743, 0.286, 0.436, 0.336, 0.639, 0.304, 0.127, 0.711, 0.370, 0.123, 0.245, 0.298, 0.364, 0.282, 0.107, 0.090, 0.494, 0.308, 0.321, 0.421, -0.061, 0.284, 0.277, 0.271, 0.316, 0.389, 0.298, 0.328, 0.127, 0.245, 0.340, 0.366, 0.438, 0.291, 0.373, -0.069, 0.298, 0.527, 0.409, 0.371, 0.278, 0.303, -0.231, 0.407, 0.196, 0.542, 0.254, 0.420, 0.297, 0.260, 0.294, 0.347, 0.158, -0.293], "homo_energy_ev": -8.31, "total_energy_ev": -76257.042, "gap_ha": 0.308, "relative_energy_kcal_mol": 0.0}



No. 3
{"formula": "C24H9BrF4MgN8O4", "method": "wB97M-V/def2-TZVPD", "elements": ["Br", "Mg", "F", "F", "F", "F", "O", "O", "O", "O", "N", "N", "N", "N", "N", "N", "N", "N", "C", "C", "C", "C", "C", "C", "C", "C", "C", "C", "C", "C", "C", "C", "C", "C", "C", "C", "C", "C", "C", "C", "C", "C", "H", "H", "H", "H", "H", "H", "H", "H", "H"], "xyz": [[2.44571, -8.11406, -2.46514], [0.78022, -0.95861, 1.35656], [-4.97579, -0.05616, 5.58113], [-0.36005, -0.78664, 4.75448], [-4.56665, -0.37947, 8.15393], [0.05102, -1.12733, 7.31856], [1.24991, -2.98972, -1.27765], [1.36357, -2.73788, 0.94891], [2.21828, 4.64422, 4.02280], [0.71860, -1.15491, -2.35946], [-5.13538, 0.24640, 2.48521], [2.44269, -6.70397, 1.39476], [0.89016, 4.65706, 2.17448], [-1.08076, -0.51078, 1.92337], [0.26943, -1.45448, 10.28868], [0.84316, -1.49209, -1.29211], [-3.85860, -0.86091, 11.04728], [2.07388, 0.52843, 1.87722], [-1.88410, -0.41695, 2.74686], [3.36873, 0.27770, 2.14285], [-0.74466, -1.24513, 9.79211], [-1.17408, -0.87781, 6.91560], [1.83848, 4.13694, 2.99616], [-3.06500, -0.87873, 10.21705], [4.22115, 1.23565, 2.65465], [-1.40047, -0.70961, 5.60206], [2.38995, 2.78199, 2.61237], [-3.54800, -0.48648, 7.33741], [3.71907, 2.49835, 2.91709], [-3.75706, -0.31954, 6.01531], [-2.69721, -0.42631, 5.04989], [1.47103, -3.46780, -0.06026], [2.10352, -5.43608, 1.25040], [2.53266, -7.45502, 0.29965], [1.60413, 1.77419, 2.09654], [-4.17692, 0.02815, 3.07888], [-2.03111, -0.95844, 9.23191], [2.28966, -6.97524, -0.99055], [1.83835, -4.86390, 0.00269], [1.93473, -5.65420, -1.14949], [-2.24128, -0.78404, 7.89661], [-2.91890, -0.26899, 3.69518], [0.55505, 1.94658, 1.88275], [3.72122, -0.72862, 1.94977], [1.73891, -5.25050, -2.13306], [0.57465, 5.58953, 2.40031], [4.32933, 3.27268, 3.36479], [2.81276, -8.49118, 0.44966], [5.25114, 0.98288, 2.86066], [2.03782, -4.84349, 2.15463], [0.86091, 4.40158, 1.20181]], "mulliken_charge": [-0.087, 0.845, -0.275, -0.240, -0.254, -0.272, -0.228, -0.548, -0.531, -0.199, -0.397, -0.555, -0.378, -0.736, -0.375, 0.236, -0.343, -0.261, 0.631, -0.010, -0.188, -0.080, 0.177, -0.212, -0.864, 0.343, 0.080, 0.356, -0.130, -0.121, 0.535, 0.927, -0.382, -0.098, -0.094, -0.431, 1.385, -0.178, 0.334, -0.207, 0.133, 0.884, 0.504, 0.444, 0.603, 0.251, 0.519, 0.411, 0.433, 0.411, 0.235], "homo_energy_ev": -14.39, "total_energy_ev": -131483.390, "charge": 2, "gap_ha": 0.218, "relative_energy_kcal_mol": 2.6}